a.
Here is C43H29Br2ILaN6O4 as an isolated structure from OMol25. Energies are from the ωB97M-V functional and the def2-TZVPD basis.

Computed properties:
- LUMO energy (Eh) = 0.0809
- total charge = -1
- E_HOMO (eV) = -4.7
- HOMO-LUMO gap (eV) = 6.920

Each line ends with the Löwdin charge.
CARTESIAN COORDINATES (ANGSTROEM)
La (-0.18103, 0.47902, 0.35400)  1.892
O (-0.95324, -2.54858, 3.85119)  0.001
C (-0.60243, -1.58199, 3.16269)  -0.501
N (-1.20718, -0.99879, 2.13128)  -0.053
C (-2.57185, -1.22123, 1.85763)  -0.238
C (-3.26980, -2.41214, 2.05562)  -0.045
C (-4.62406, -2.49742, 1.74684)  -0.109
C (-5.30102, -1.38725, 1.26527)  -0.110
C (-4.62550, -0.18388, 1.09294)  -0.038
C (-3.26657, -0.08792, 1.36871)  -0.246
N (-2.49605, 1.08196, 1.17087)  -0.088
C (-2.95675, 2.25750, 1.59206)  -0.535
O (-4.04607, 2.55535, 2.09417)  0.005
C (-1.93351, 3.37785, 1.43019)  -0.259
C (-2.36724, 4.69368, 1.44922)  -0.015
C (-1.44275, 5.70751, 1.26057)  -0.061
C (-0.10902, 5.37670, 1.07330)  -0.058
C (0.24679, 4.03899, 1.08404)  -0.139
N (-0.64288, 3.05870, 1.26422)  0.004
C (0.67925, -0.85429, 3.56479)  -0.210
C (1.49163, -1.41028, 4.54136)  -0.013
C (2.65215, -0.74875, 4.90507)  -0.060
C (2.95437, 0.46115, 4.29536)  -0.057
C (2.08115, 0.94761, 3.33921)  -0.137
N (0.97105, 0.30850, 2.97285)  0.052
H (-2.74539, -3.26025, 2.47267)  0.096
H (-5.15004, -3.43314, 1.89953)  0.091
H (-6.35975, -1.44826, 1.03636)  0.091
H (-5.14815, 0.69749, 0.74723)  0.108
H (-3.42041, 4.87868, 1.61140)  0.115
H (-1.75853, 6.74435, 1.25168)  0.103
H (0.64819, 6.13276, 0.91193)  0.102
H (1.27223, 3.72634, 0.91564)  0.076
H (1.18455, -2.34987, 4.97876)  0.112
H (3.31492, -1.16849, 5.65219)  0.102
H (3.85098, 1.01399, 4.54227)  0.102
H (2.28653, 1.88001, 2.82194)  0.110
Br (4.10401, 3.72582, -0.73926)  0.744
C (4.34102, 1.93003, -0.17853)  -0.596
C (5.63975, 1.41735, -0.09855)  -0.189
C (5.85064, 0.13999, 0.32853)  -0.637
Br (7.64249, -0.50116, 0.44154)  0.718
C (4.76337, -0.69329, 0.67914)  -0.191
C (4.88845, -2.02397, 1.14105)  -0.040
C (3.77397, -2.74232, 1.45268)  -0.037
C (2.50748, -2.15135, 1.27879)  -0.131
N (2.35021, -0.92451, 0.85282)  0.060
C (3.45074, -0.16978, 0.57528)  -0.155
C (3.19803, 1.20168, 0.16736)  -0.452
O (2.01414, 1.68469, 0.13068)  -0.282
H (6.47820, 2.04271, -0.37221)  0.089
H (5.87550, -2.45447, 1.24964)  0.072
H (3.84628, -3.75851, 1.81958)  0.104
H (1.60305, -2.71420, 1.47983)  0.110
I (-1.89022, 2.46465, -1.89095)  1.112
C (-0.82691, 1.83140, -3.59294)  -0.598
C (-1.20528, 2.42615, -4.76332)  -0.188
C (-0.51563, 2.11939, -5.95492)  -0.102
C (0.53369, 1.25109, -5.91047)  -0.056
C (0.92868, 0.63379, -4.69643)  -0.176
C (2.04270, -0.24302, -4.69540)  -0.067
C (2.42085, -0.84314, -3.53694)  -0.085
C (1.68638, -0.61065, -2.34653)  -0.187
C (0.58722, 0.22346, -2.23370)  -0.224
C (0.23206, 0.88290, -3.47033)  -0.246
H (-2.02033, 3.13841, -4.77560)  0.075
H (-0.81662, 2.58698, -6.88559)  0.096
H (1.09330, 1.01680, -6.81011)  0.104
H (2.58010, -0.40999, -5.62291)  0.101
H (3.28288, -1.50255, -3.51632)  0.098
H (2.04951, -1.14815, -1.47390)  0.060
O (0.10585, -2.36188, -0.45295)  -0.152
C (-0.94124, -3.30752, -0.45164)  -0.177
C (-2.18204, -2.80643, -1.14857)  -0.259
C (-3.17471, -3.70187, -1.52708)  -0.028
C (-4.31041, -3.21567, -2.14256)  -0.071
C (-4.41247, -1.85185, -2.36540)  -0.062
C (-3.37253, -1.03805, -1.95372)  -0.134
N (-2.26379, -1.49804, -1.36443)  0.130
H (0.27183, -2.07465, -1.36630)  0.052
H (-1.17150, -3.52666, 0.59315)  0.120
H (-0.61854, -4.23793, -0.92821)  0.126
H (-3.05281, -4.76034, -1.32534)  0.115
H (-5.10577, -3.88818, -2.44123)  0.104
H (-5.28737, -1.41769, -2.83125)  0.102
H (-3.42877, 0.03491, -2.09157)  0.038

***

b.
Here is C43H29Br2ILaN6O4 as an isolated structure from OMol25. Energies are from the ωB97M-V functional and the def2-TZVPD basis.

Computed properties:
- LUMO energy (Eh) = 0.0803
- total charge = -1
- E_HOMO (eV) = -4.7
- HOMO-LUMO gap (eV) = 6.891

Each line ends with the Löwdin charge.
CARTESIAN COORDINATES (ANGSTROEM)
La (-0.16949, 0.45171, 0.34556)  1.894
O (-0.96866, -2.56306, 3.87235)  0.001
C (-0.62486, -1.60381, 3.16850)  -0.500
N (-1.22780, -1.04326, 2.12639)  -0.047
C (-2.59957, -1.23767, 1.88712)  -0.242
C (-3.30478, -2.42190, 2.09641)  -0.046
C (-4.66063, -2.49138, 1.79966)  -0.110
C (-5.32868, -1.37795, 1.31581)  -0.109
C (-4.64494, -0.18330, 1.12850)  -0.037
C (-3.28531, -0.10015, 1.40103)  -0.246
N (-2.50726, 1.05625, 1.18349)  -0.064
C (-2.94805, 2.23194, 1.61442)  -0.524
O (-4.03656, 2.54596, 2.10976)  0.003
C (-1.90163, 3.33619, 1.49167)  -0.227
C (-2.28907, 4.65224, 1.70763)  -0.007
C (-1.34266, 5.65418, 1.60420)  -0.063
C (-0.03753, 5.31562, 1.28844)  -0.057
C (0.27205, 3.98041, 1.08870)  -0.140
N (-0.63724, 3.00681, 1.19585)  -0.007
C (0.64976, -0.86577, 3.56169)  -0.204
C (1.46302, -1.38430, 4.56130)  -0.009
C (2.59088, -0.67732, 4.93681)  -0.063
C (2.86600, 0.53202, 4.31686)  -0.055
C (2.00247, 0.97407, 3.32727)  -0.134
N (0.92308, 0.29131, 2.95377)  0.048
H (-2.78066, -3.26989, 2.51328)  0.097
H (-5.19523, -3.42062, 1.96109)  0.090
H (-6.38769, -1.43156, 1.09246)  0.090
H (-5.15961, 0.70231, 0.78260)  0.108
H (-3.32454, 4.83564, 1.95470)  0.113
H (-1.62018, 6.68919, 1.76332)  0.103
H (0.73590, 6.06491, 1.18888)  0.101
H (1.26881, 3.65772, 0.81427)  0.059
H (1.17915, -2.32451, 5.01224)  0.112
H (3.24933, -1.06026, 5.70717)  0.102
H (3.73336, 1.12275, 4.57882)  0.102
H (2.18573, 1.89792, 2.79041)  0.107
Br (4.03653, 3.85039, -0.48333)  0.757
C (4.30028, 2.02961, -0.03780)  -0.597
C (5.61535, 1.54734, 0.02497)  -0.187
C (5.86736, 0.25281, 0.37421)  -0.640
Br (7.66698, -0.34621, 0.46447)  0.727
C (4.79665, -0.63116, 0.66849)  -0.190
C (4.95646, -1.97910, 1.06036)  -0.038
C (3.85536, -2.73638, 1.33713)  -0.036
C (2.57923, -2.15948, 1.19217)  -0.127
N (2.39509, -0.91904, 0.81996)  0.066
C (3.47879, -0.13732, 0.58205)  -0.157
C (3.18742, 1.24372, 0.24254)  -0.447
O (1.98132, 1.66771, 0.23567)  -0.295
H (6.42808, 2.22388, -0.20070)  0.089
H (5.95259, -2.39165, 1.14397)  0.072
H (3.94313, -3.76682, 1.65270)  0.103
H (1.68800, -2.74811, 1.37641)  0.111
I (-1.74526, 2.42042, -2.00887)  1.102
C (-0.79535, 1.75122, -3.73407)  -0.623
C (-1.18342, 2.29997, -4.92382)  -0.179
C (-0.54407, 1.90537, -6.11484)  -0.102
C (0.47050, 0.99765, -6.06070)  -0.055
C (0.88529, 0.43310, -4.82942)  -0.180
C (1.97130, -0.47638, -4.80867)  -0.066
C (2.38170, -0.99378, -3.62096)  -0.087
C (1.69879, -0.65361, -2.42690)  -0.183
C (0.60961, 0.20090, -2.33545)  -0.210
C (0.23896, 0.77868, -3.60717)  -0.258
H (-1.97098, 3.04079, -4.95651)  0.079
H (-0.85298, 2.33583, -7.05889)  0.095
H (0.98827, 0.69385, -6.96402)  0.104
H (2.46272, -0.72681, -5.74214)  0.101
H (3.22610, -1.67372, -3.57958)  0.097
H (2.09091, -1.12361, -1.52930)  0.060
O (0.08288, -2.19952, -0.44785)  -0.187
C (-0.97023, -3.13419, -0.39513)  -0.177
C (-2.18517, -2.67207, -1.15300)  -0.254
C (-3.12761, -3.59464, -1.59642)  -0.022
C (-4.23831, -3.13738, -2.27662)  -0.067
C (-4.36765, -1.77353, -2.48974)  -0.059
C (-3.37985, -0.93377, -2.01005)  -0.138
N (-2.29845, -1.36399, -1.35792)  0.125
H (0.20669, -1.88232, -1.36185)  0.043
H (-1.22524, -3.25532, 0.66021)  0.112
H (-0.64566, -4.10704, -0.78258)  0.128
H (-2.97884, -4.64873, -1.40044)  0.113
H (-4.99273, -3.82832, -2.63089)  0.103
H (-5.22043, -1.35869, -3.00889)  0.102
H (-3.45698, 0.13703, -2.14319)  0.036

***

b comes first in stability; the runner-up is 20.4 kJ/mol higher.

***

a.
Here is an isolated ion of composition C3H7O2 and charge -1 from OMol25. Energies are from the ωB97M-V functional and the def2-TZVPD basis.

Computed properties:
- structure (SMILES) = CO[C@H](C)[O-]
- LUMO energy (Eh) = 0.1690
- total charge = -1
- E_HOMO (eV) = -3.0
- HOMO-LUMO gap (eV) = 7.641

Each line ends with the natural charge from an NBO analysis.
CARTESIAN COORDINATES (ANGSTROEM)
C (-0.59653, -1.58970, -0.05146)  -0.246
O (-0.74563, -0.46495, -0.84011)  -0.699
C (0.00650, 0.80927, 0.02636)  0.412
C (1.47328, 0.66310, -0.28430)  -0.687
O (-0.30666, 0.91945, 1.26122)  -0.851
H (-0.88421, -1.40370, 0.99923)  0.171
H (-1.17732, -2.46080, -0.42969)  0.133
H (0.44421, -1.96275, -0.02844)  0.113
H (-0.48359, 1.62574, -0.55350)  0.068
H (1.69333, 0.59876, -1.35992)  0.191
H (1.89318, -0.31518, 0.01193)  0.191
H (2.00331, 1.37543, 0.35044)  0.205

***

b.
Here is C3H7O2 as an isolated structure from OMol25. Energies are from the ωB97M-V functional and the def2-TZVPD basis.

Computed properties:
- LUMO energy (Eh) = 0.1466
- total charge = -1
- E_HOMO (eV) = -2.4
- HOMO-LUMO gap (eV) = 6.373

Each line ends with the natural charge from an NBO analysis.
CARTESIAN COORDINATES (ANGSTROEM)
C (0.68510, 0.28854, -1.90960)  0.282
O (1.13840, 1.06480, -2.75044)  -0.562
H (0.84224, 0.28535, -0.78413)  0.149
H (-0.02694, -0.57238, -2.14500)  0.114
H (-0.33665, 3.79665, 1.88173)  0.036
C (-0.72755, -1.91088, 0.12576)  -0.847
C (-0.13433, -1.28075, 1.26387)  0.234
O (-0.61666, -0.27218, 1.87319)  -0.775
H (-0.42195, -2.87948, -0.25476)  0.158
H (-1.13821, -1.45922, -0.86515)  0.157
H (0.78687, -1.58190, 1.77840)  0.091
H (-0.05032, 4.52144, 1.78611)  -0.036

***

a comes first in stability; the runner-up is 200.2 kJ/mol higher.

***

a.
Here is an isolated ion of composition C3H7O2 and charge -1 from OMol25. Energies are from the ωB97M-V functional and the def2-TZVPD basis.

Computed properties:
- structure (SMILES) = CO[C@H](C)[O-]
- LUMO energy (Eh) = 0.1632
- total charge = -1
- E_HOMO (eV) = -2.8
- HOMO-LUMO gap (eV) = 7.194

Each line ends with the natural charge from an NBO analysis.
CARTESIAN COORDINATES (ANGSTROEM)
C (0.85198, 1.39875, 0.89430)  -0.228
O (-0.11729, 0.41768, 0.80165)  -0.651
C (0.11629, -0.88799, 0.00700)  0.435
C (-1.09290, -0.88070, -0.95558)  -0.657
O (0.26233, -1.91664, 0.72820)  -0.856
H (0.45235, 2.39449, 0.61399)  0.124
H (1.05933, 1.55759, 1.96604)  0.142
H (1.72074, 1.18721, 0.25799)  0.151
H (0.95895, -0.54782, -0.67312)  0.005
H (-1.10019, -0.04485, -1.66065)  0.167
H (-2.05257, -0.87800, -0.43897)  0.187
H (-1.05900, -1.79972, -1.54085)  0.180

***

b.
Here is an isolated ion of composition C3H7O2 and charge -1 from OMol25. Energies are from the ωB97M-V functional and the def2-TZVPD basis.

Computed properties:
- structure (SMILES) = [O-]CCCO
- LUMO energy (Eh) = 0.1381
- total charge = -1
- E_HOMO (eV) = -2.0
- HOMO-LUMO gap (eV) = 5.804

Each line ends with the natural charge from an NBO analysis.
CARTESIAN COORDINATES (ANGSTROEM)
O (-2.03278, -0.16056, -0.63328)  -0.976
C (-1.41434, 0.05239, 0.56324)  -0.017
C (0.03491, 0.68323, 0.27593)  -0.435
C (0.92447, -0.52621, -0.03233)  -0.081
O (2.21913, 0.04388, -0.28175)  -0.759
H (-1.21696, -0.85932, 1.16586)  0.061
H (-1.98034, 0.68629, 1.23408)  0.082
H (0.08702, 1.31699, -0.61178)  0.198
H (0.47830, 1.22056, 1.13916)  0.152
H (0.88617, -1.35307, 0.68947)  0.144
H (0.46343, -0.88039, -0.96359)  0.182
H (2.91828, -0.58800, -0.45272)  0.449

***

a comes first in stability; the runner-up is 50.0 kJ/mol higher.